[1]
Formula: C4H6N2O
Source: OMol25
Level of theory: the ωB97M-V functional and the def2-TZVPD basis

The geometry in XYZ format:
```
13
Properties=species:S:1:pos:R:3:forces:R:3
C -1.2680 0.9926 0.3852 0.0894 -0.2004 -0.0319
C -0.0272 1.1018 -0.2912 0.0532 -0.0590 0.0511
H 2.4297 -0.9297 0.2222 -0.0134 0.1855 -0.1304
H 0.3937 1.9965 -0.7290 0.0108 -0.2249 0.1288
H -2.8442 1.6822 1.1476 0.0942 0.0445 -0.1105
C 0.4722 -0.1855 -0.2441 -0.0993 -0.1956 0.1286
O -2.1091 2.0238 0.6182 -0.1139 -0.1277 0.0765
H -0.3318 -1.9214 0.4998 -0.5741 0.1379 0.3208
C 1.7007 -0.9577 -0.5937 0.1925 0.0740 -0.0729
N -1.5387 -0.2362 0.7915 0.0311 0.3421 -0.1016
H 1.3899 -2.0077 -0.6801 0.3033 0.1897 -0.2900
N -0.4524 -0.9278 0.3869 0.0982 -0.0994 -0.0210
H 2.1852 -0.6308 -1.5132 -0.0718 -0.0668 0.0524
```
Positions in Å, forces in eV/Å.

Results
SMILES: Cc1cc(O)n[nH]1
strongest force on any atom: 0.01307 Eh/bohr
LUMO level: 0.910 eV
DFT total energy: -340.7582 Eh
energy above the lowest of the compared OMol25 structures with the same formula, charge and spin: 0.999 eV

These are the Löwdin partial charges, in e, on atoms 1 to 5: number 1, C, carries -0.43; number 2, C, carries 0.04; number 3, H, carries 0.08; number 4, H, carries 0.11; number 5, H, carries 0.11


[2]
Formula: C4H6N2O
Source: OMol25
Level of theory: the ωB97M-V functional and the def2-TZVPD basis

The geometry in XYZ format:
```
13
Properties=species:S:1:pos:R:3:forces:R:3
H -2.1268 1.8551 -0.3437 -0.1309 0.1705 0.3078
C -0.2797 -0.8194 0.5071 -1.5269 0.0007 -2.6651
C -1.6642 0.9272 -0.0538 0.3598 -0.6054 -2.2408
H 0.1426 0.2134 -1.4336 2.0128 -2.5457 1.4725
N -2.2202 -0.1717 -0.5170 -0.9498 3.9325 0.6306
O -1.5598 -1.2267 -0.2044 3.0433 -1.6799 1.2400
H 2.4298 -1.1718 -0.2365 -0.2617 3.3573 -1.2370
N 2.2328 -0.0632 -0.4699 -4.4813 -6.4811 -3.0981
H 2.5045 0.2752 0.3369 1.9707 2.8353 5.3362
H 0.3204 1.1048 1.1889 -0.7675 1.4040 0.9915
C -0.2319 0.7510 0.3448 -0.7919 -1.2621 4.5590
C 0.6658 -0.1139 -0.3761 0.5428 0.8924 -6.3919
H -0.2133 -1.5601 1.2571 0.9806 -0.0184 1.0951
```
Positions in Å, forces in eV/Å.

Results
SMILES: N[C@@H]1[C@H]2C=NO[C@@H]12
strongest force on any atom: 0.16465 Eh/bohr
LUMO level: 0.816 eV
DFT total energy: -340.5566 Eh
energy above the lowest of the compared OMol25 structures with the same formula, charge and spin: 6.486 eV

These are the Löwdin partial charges, in e, on atoms 1 to 5: number 1, H, carries 0.10; number 2, C, carries -0.09; number 3, C, carries -0.09; number 4, H, carries 0.19; number 5, N, carries 0.00


[3]
Formula: C4H6N2O
Source: OMol25
Level of theory: the ωB97M-V functional and the def2-TZVPD basis

The geometry in XYZ format:
```
13
Properties=species:S:1:pos:R:3:forces:R:3
N 0.1065 -0.6155 -1.2346 0.0835 0.0938 0.2289
H -0.0510 1.3528 1.1763 0.1953 -0.2747 0.4189
C -1.2454 -0.3721 -1.0754 -0.2729 -0.0149 0.0083
C 2.1521 -0.2199 0.1126 0.0271 0.0493 -0.0374
H 2.7288 -0.2392 -0.8143 -0.0769 0.0432 0.1222
H -1.9774 -0.6814 -1.8073 0.0781 -0.0949 0.1358
H 2.3171 -1.1772 0.6232 -0.0545 0.1823 -0.0635
N -0.2152 0.5087 0.6503 -0.0656 0.0946 -0.1888
C 0.6983 -0.0650 -0.2092 0.0641 -0.1092 -0.1166
H -3.0610 -0.0787 1.0181 0.0054 0.2584 -0.0216
C -1.4602 0.2973 0.0853 0.2385 -0.1297 -0.3059
O -2.5797 0.7120 0.7394 -0.0998 -0.0586 -0.0526
H 2.5376 0.5710 0.7631 -0.1223 -0.0393 -0.1279
```
Positions in Å, forces in eV/Å.

Results
SMILES: Cc1ncc(O)[nH]1
strongest force on any atom: 0.01046 Eh/bohr
LUMO level: 0.677 eV
DFT total energy: -340.7667 Eh
energy above the lowest of the compared OMol25 structures with the same formula, charge and spin: 0.767 eV

These are the Löwdin partial charges, in e, on atoms 1 to 5: number 1, N, carries 0.09; number 2, H, carries 0.16; number 3, C, carries -0.09; number 4, C, carries -0.03; number 5, H, carries 0.08


[4]
Formula: C4H6N2O
Source: OMol25
Level of theory: the ωB97M-V functional and the def2-TZVPD basis

The geometry in XYZ format:
```
13
Properties=species:S:1:pos:R:3:forces:R:3
C -0.6990 1.0682 0.1683 0.2509 -0.1151 0.6006
H -2.1436 2.3010 -0.1362 0.3256 0.0425 -0.0276
N 2.1174 -0.9651 0.4220 0.0352 -0.1848 -0.3630
C -0.2792 -1.0958 -0.3557 -0.0372 -0.1925 0.0244
H 2.1639 -1.9620 0.2841 0.0115 0.0720 -0.1987
C 0.9225 -0.3624 0.0752 0.1010 0.4534 -0.1032
C -1.2730 -0.2026 -0.3944 -0.0074 -0.0579 0.1514
O -1.1847 2.3007 -0.2689 -0.0085 -0.0817 -0.2705
N 0.7399 0.9114 0.1845 0.4917 -0.3665 -0.5559
H 2.9303 -0.4765 0.0771 0.0604 0.0249 0.2615
H -0.6874 0.9902 1.2711 -1.4450 0.1685 0.2035
H -2.3002 -0.3537 -0.7237 0.2677 0.0354 0.2320
H -0.3071 -2.1533 -0.6033 -0.0459 0.2016 0.0455
```
Positions in Å, forces in eV/Å.

Results
SMILES: NC1=N[C@@H](O)C=C1
strongest force on any atom: 0.02857 Eh/bohr
LUMO level: 0.735 eV
DFT total energy: -340.7282 Eh
energy above the lowest of the compared OMol25 structures with the same formula, charge and spin: 1.814 eV

These are the Löwdin partial charges, in e, on atoms 1 to 5: number 1, C, carries -0.46; number 2, H, carries 0.10; number 3, N, carries 0.12; number 4, C, carries -0.02; number 5, H, carries 0.08


[5]
Formula: C4H6N2O
Source: OMol25
Level of theory: the ωB97M-V functional and the def2-TZVPD basis

The geometry in XYZ format:
```
13
Properties=species:S:1:pos:R:3:forces:R:3
C -0.8645 -0.4875 1.3140 -0.0333 0.0153 0.0620
H 1.3652 -0.4271 -0.8554 -1.1033 1.6560 -0.6505
H -0.6243 0.2913 2.0440 -0.1021 -0.0846 -0.0733
O -0.2049 1.0568 -0.4303 0.2809 -0.1968 -0.1089
H -1.6702 -1.1107 1.7103 0.0917 0.0495 -0.0978
C -1.2174 0.1560 -0.0385 -0.0561 -0.2458 0.0046
N 1.2827 -1.6399 0.4841 -0.6911 -0.7428 1.5113
H 2.4953 1.1398 -1.9309 0.1022 0.0999 -0.0350
H -2.1544 0.7208 0.0526 0.3629 0.0057 -0.0518
C 0.3413 -1.2626 1.0386 0.8193 -0.3506 -0.5154
H -1.3641 -0.6162 -0.8009 -0.0137 -0.0229 0.1075
C 0.9784 0.6304 -1.0149 0.3595 0.1890 -0.0992
N 1.6371 1.5490 -1.5727 -0.0169 -0.3718 -0.0534
```
Positions in Å, forces in eV/Å.

Results
SMILES: [H]/N=C/OCCC#N
strongest force on any atom: 0.04071 Eh/bohr
LUMO level: 0.702 eV
DFT total energy: -340.7136 Eh
energy above the lowest of the compared OMol25 structures with the same formula, charge and spin: 2.214 eV

These are the Löwdin partial charges, in e, on atoms 1 to 5: number 1, C, carries -0.13; number 2, H, carries 0.09; number 3, H, carries 0.13; number 4, O, carries -0.08; number 5, H, carries 0.12


[6]
Formula: C4H6N2O
Source: OMol25
Level of theory: the ωB97M-V functional and the def2-TZVPD basis

The geometry in XYZ format:
```
13
Properties=species:S:1:pos:R:3:forces:R:3
H 1.6176 -0.6397 2.3646 -0.1013 -0.0082 -0.2514
C 1.4838 -0.9065 1.3086 0.0015 -0.0569 -0.1246
C -0.9391 1.0544 -2.4808 1.5247 -0.5025 -2.2184
H 2.4254 -0.7197 0.7874 -0.1022 -0.0379 0.0417
N -1.7439 0.8932 -0.8242 -0.5562 -0.0275 1.2322
N -0.9170 1.9249 -3.2564 0.1170 -0.9950 0.2886
H -0.5851 -0.2713 1.2244 0.1346 -0.0260 -0.1979
H 1.2528 -1.9729 1.2526 0.0402 0.1145 -0.0131
C 0.3648 -0.0824 0.7087 -0.0353 0.0279 0.0474
O 0.2351 -0.4133 -0.7096 -0.2137 0.4151 -0.5464
H -1.5479 1.3930 0.0298 -0.3282 -0.6061 1.2024
C -0.7971 0.1756 -1.3235 -0.4275 1.8664 0.5699
H 0.5892 0.9903 0.7752 -0.0535 -0.1638 -0.0304
```
Positions in Å, forces in eV/Å.

Results
strongest force on any atom: 0.05325 Eh/bohr
LUMO level: 0.108 eV
DFT total energy: -340.6427 Eh
energy above the lowest of the compared OMol25 structures with the same formula, charge and spin: 4.141 eV

These are the Löwdin partial charges, in e, on atoms 1 to 5: number 1, H, carries 0.09; number 2, C, carries -0.07; number 3, C, carries -0.25; number 4, H, carries 0.08; number 5, N, carries 0.18


[7]
Formula: C4H6N2O
Source: OMol25
Level of theory: the ωB97M-V functional and the def2-TZVPD basis

The geometry in XYZ format:
```
13
Properties=species:S:1:pos:R:3:forces:R:3
C -0.5610 0.4240 -1.8499 -0.2421 0.9173 -0.4622
N 0.3251 -0.6260 0.0319 0.0339 0.3443 -0.2298
C -0.9089 -0.5385 0.7398 0.0803 0.0110 0.1675
N -0.8714 0.8579 0.4344 0.1691 -0.4889 0.8258
C -1.1062 1.1810 -0.8631 0.1135 -0.4281 -0.8890
H 1.4950 -0.6145 1.8020 -0.0177 0.0206 -0.0126
H 2.2907 -1.1842 0.3166 -0.1281 0.0425 -0.0090
H -1.7135 -1.1129 0.2659 0.0669 0.0872 -0.0104
O -0.0909 0.1151 -2.8661 -0.1735 -0.2858 0.4874
H 2.0155 0.5356 0.5562 -0.1410 -0.1069 -0.0783
H -0.8661 -0.7000 1.8206 0.0349 -0.0510 -0.0481
H -1.5856 2.1190 -1.1091 0.1225 -0.0255 -0.0987
C 1.5773 -0.4565 0.7207 0.0814 -0.0368 0.3574
```
Positions in Å, forces in eV/Å.

Results
strongest force on any atom: 0.02052 Eh/bohr
LUMO level (alpha / beta): -0.263 / -0.144 eV
DFT total energy: -340.5987 Eh
energy above the lowest of the compared OMol25 structures with the same formula, charge and spin: 5.339 eV

These are the Löwdin partial charges, in e, on atoms 1 to 5: number 1, C, carries -0.18; number 2, N, carries -0.03; number 3, C, carries -0.30; number 4, N, carries 0.06; number 5, C, carries -0.17


[8]
Formula: C4H6N2O
Source: OMol25
Level of theory: the ωB97M-V functional and the def2-TZVPD basis

The geometry in XYZ format:
```
13
Properties=species:S:1:pos:R:3:forces:R:3
N -0.7467 -1.7974 -0.2107 -0.0706 -0.1697 0.0670
C -1.8073 -1.1557 0.3317 0.0559 0.0132 -0.0310
H 0.1019 1.1019 -1.0341 -0.1196 -0.1375 0.0422
H -2.2555 1.0052 0.3665 0.0850 -0.1359 -0.0523
H 2.8646 2.1962 -0.4061 -0.0557 -0.0384 0.1143
C -1.6203 0.1822 0.0750 -0.0134 -0.0399 -0.0005
H -2.5943 -1.6899 0.8453 0.1314 0.0755 -0.0701
N 0.1234 -0.9719 -0.8082 -0.1692 0.1989 0.0496
H 2.6118 0.3990 0.0760 -0.0554 0.0859 0.0893
O 1.8420 1.8198 1.2973 0.3097 -0.1203 -0.3910
C -0.4058 0.2316 -0.6391 0.0566 0.0422 -0.0754
H -0.5608 -2.7869 -0.2115 -0.0304 0.1421 0.0110
C 2.4472 1.4659 0.3179 -0.1244 0.0840 0.2468
```
Positions in Å, forces in eV/Å.

Results
SMILES: c1cn[nH]c1.C=O
strongest force on any atom: 0.00998 Eh/bohr
LUMO level: 1.027 eV
DFT total energy: -340.7187 Eh
energy above the lowest of the compared OMol25 structures with the same formula, charge and spin: 2.074 eV

These are the Löwdin partial charges, in e, on atoms 1 to 5: number 1, N, carries -0.05; number 2, C, carries -0.12; number 3, H, carries 0.09; number 4, H, carries 0.09; number 5, H, carries 0.08